Version one
Molecular formula: C2H9NS
Method: DFT, ωB97M-V with the def2-TZVPD basis set

The highest occupied orbital energy comes out at -8.0 eV. Its SMILES is CNC.S. The frontier orbital gap comes out at 8.556 eV.

Each line ends with the Mulliken charge.
Element x y z (Å)
S 2.188 0.999 1.529  -0.34
H 2.701 0.315 2.742  0.18
C -0.568 -1.555 -0.582  -0.75
N -0.215 -0.066 -0.721  -0.23
C -1.313 0.880 -0.682  -0.80
H -0.699 -1.836 0.563  0.22
H 0.328 -2.052 -1.161  0.28
H -1.544 -1.764 -0.998  0.31
H 0.693 0.204 -0.041  0.09
H 3.169 1.748 1.506  0.14
H -1.988 0.511 0.060  0.31
H -0.878 1.843 -0.592  0.33
H -1.877 0.772 -1.621  0.25

=====

Version two
Molecular formula: C2H9NS
Method: DFT, ωB97M-V with the def2-TZVPD basis set

The highest occupied orbital energy comes out at -8.5 eV. Its SMILES is CSC.N. The frontier orbital gap comes out at 9.329 eV.

Each line ends with the Mulliken charge.
Element x y z (Å)
N -2.110 -3.621 -0.073  -0.67
H -1.957 -4.237 0.716  0.22
H -2.052 -2.693 0.334  0.22
H -1.405 -3.660 -0.792  0.23
C -0.602 1.491 -0.053  -0.76
S 0.896 0.436 0.130  -0.06
C 2.250 1.609 -0.037  -0.89
H -0.303 2.525 0.105  0.29
H -1.342 1.090 0.638  0.28
H -1.009 1.332 -1.053  0.25
H 3.249 1.179 -0.099  0.30
H 2.005 2.406 -0.738  0.29
H 2.382 2.144 0.921  0.30

=====

Stability summary: most stable version two, least stable version one.

=====

Version one
Molecular formula: C2H9NS
Method: DFT, ωB97M-V with the def2-TZVPD basis set

The highest occupied orbital energy comes out at -8.5 eV. Its SMILES is CSC.N. The frontier orbital gap comes out at 9.541 eV.

Each line ends with the Mulliken charge.
Element x y z (Å)
N 0.000 4.352 2.691  -0.65
H -0.561 4.487 3.526  0.22
H -0.636 4.169 1.935  0.22
H 0.377 5.271 2.557  0.22
C 1.071 -1.979 -0.236  -0.82
S 0.872 -2.507 -1.995  -0.07
C -0.889 -2.039 -2.183  -0.73
H 1.118 -0.902 -0.145  0.27
H 1.962 -2.446 0.182  0.31
H 0.244 -2.478 0.262  0.27
H -1.289 -2.667 -2.972  0.30
H -1.332 -2.283 -1.225  0.22
H -0.937 -0.977 -2.397  0.25

=====

Version two
Molecular formula: C2H9NS
Method: DFT, ωB97M-V with the def2-TZVPD basis set

The highest occupied orbital energy comes out at -6.5 eV. The frontier orbital gap comes out at 6.424 eV.

Each line ends with the Mulliken charge.
Element x y z (Å)
S 2.590 0.008 -0.057  -0.73
H 3.072 -1.217 0.080  -0.01
C -0.403 1.322 0.593  -0.66
N -0.703 0.259 -0.472  -0.28
C -0.483 -1.227 -0.233  -0.70
H -1.222 1.989 0.686  0.37
H -0.211 0.825 1.649  0.24
H 0.634 1.774 0.148  0.21
H 0.077 0.529 -1.144  0.30
H -1.631 0.523 -0.861  0.40
H 0.406 -1.675 -0.658  0.21
H -1.342 -1.819 -0.577  0.39
H -0.783 -1.290 0.846  0.28

=====

Stability summary: most stable version one, least stable version two.

=====

Version one
Molecular formula: C2H9NS
Method: DFT, ωB97M-V with the def2-TZVPD basis set

The highest occupied orbital energy comes out at -9.0 eV. Its SMILES is [H][H].C1CS1.N. The frontier orbital gap comes out at 10.026 eV.

Each line ends with the Mulliken charge.
Element x y z (Å)
N 1.325 1.634 1.570  -0.70
H 0.434 1.172 1.508  0.28
H -1.027 1.247 -3.450  0.02
H 2.121 1.058 1.352  0.25
H 1.242 2.416 0.943  0.22
C -0.957 -1.737 0.138  -0.49
C -0.035 -0.538 0.170  -0.74
S -0.344 -1.261 1.820  -0.08
H -0.577 0.655 -3.515  -0.02
H -2.013 -1.519 0.174  0.27
H -0.575 -2.670 -0.247  0.28
H -0.556 0.295 -0.284  0.41
H 0.963 -0.753 -0.179  0.31

=====

Version two
Molecular formula: C2H9NS
Method: DFT, ωB97M-V with the def2-TZVPD basis set

The highest occupied orbital energy comes out at -8.8 eV. Its SMILES is [H][H].C1CS1.N. The frontier orbital gap comes out at 9.848 eV.

Each line ends with the Mulliken charge.
Element x y z (Å)
N 1.843 2.118 -0.511  -0.62
H 1.267 1.628 0.182  0.17
H -2.637 1.936 -1.913  -0.10
H 2.000 3.052 -0.138  0.22
H 2.743 1.656 -0.402  0.22
C -0.937 -1.143 1.187  -0.42
C -1.364 -0.246 0.103  -0.44
S 0.282 -0.979 -0.186  -0.15
H -3.098 2.461 -1.644  0.11
H -0.503 -0.783 2.106  0.24
H -1.387 -2.118 1.211  0.27
H -1.338 0.803 0.331  0.23
H -2.111 -0.615 -0.577  0.28

=====

Stability summary: most stable version two, least stable version one.

=====

Version one
Molecular formula: C5H10O3
Method: DFT, ωB97M-V with the def2-TZVPD basis set

The highest occupied orbital energy comes out at -9.7 eV. Its SMILES is CO[C@H]1COCCO1. The frontier orbital gap comes out at 10.597 eV.

Each line ends with the Mulliken charge.
Element x y z (Å)
C 0.577 -1.689 -1.972  -0.70
C 0.573 -0.497 0.111  0.25
C 1.244 0.791 0.742  -0.50
C -0.967 1.732 0.643  -0.42
C -1.381 0.340 1.106  -0.47
H 1.010 -2.567 -1.385  0.28
H 1.087 -1.708 -2.878  0.30
H -0.481 -2.060 -2.111  0.26
H 1.184 -1.428 0.384  0.38
H 2.059 1.106 0.068  0.29
H 1.796 0.522 1.664  0.28
H -1.583 2.552 0.976  0.43
H -1.303 1.649 -0.457  0.22
H -1.454 0.294 2.210  0.28
H -2.579 0.268 0.842  0.26
O 0.605 -0.489 -1.293  -0.39
O 0.389 1.949 0.826  -0.39
O -0.776 -0.763 0.524  -0.36

=====

Version two
Molecular formula: C5H10O3
Method: DFT, ωB97M-V with the def2-TZVPD basis set

The highest occupied orbital energy comes out at -9.6 eV. Its SMILES is CC(C)OC1(C)OO1. The frontier orbital gap comes out at 10.603 eV.

Each line ends with the Mulliken charge.
Element x y z (Å)
C -0.987 -0.346 0.430  0.60
C 2.589 0.992 -0.485  -1.24
C -1.930 0.774 0.753  -1.30
C -1.423 -1.329 -0.615  -1.24
C 1.427 0.099 -0.134  1.11
O 1.665 -1.291 -0.196  -0.37
O 1.544 -0.640 1.090  -0.39
O 0.245 0.570 -0.414  -0.51
H -0.659 -0.854 1.337  0.34
H 3.520 0.545 -0.146  0.33
H 2.607 1.127 -1.564  0.31
H 2.446 1.963 -0.015  0.31
H -0.578 -1.966 -0.882  0.34
H -2.217 1.305 -0.149  0.29
H -2.805 0.354 1.258  0.39
H -1.461 1.475 1.441  0.34
H -1.771 -0.816 -1.508  0.28
H -2.212 -1.962 -0.200  0.39

=====

Version three
Molecular formula: C5H10O3
Method: DFT, ωB97M-V with the def2-TZVPD basis set

The highest occupied orbital energy comes out at -9.3 eV. The frontier orbital gap comes out at 9.929 eV.

Each line ends with the Mulliken charge.
Element x y z (Å)
C 2.165 0.186 0.364  -0.43
C 0.957 0.398 -0.615  0.32
C -0.076 1.515 -0.147  -1.02
C -0.784 0.308 0.600  0.26
C -2.308 0.351 -0.058  -0.74
H 2.177 -1.574 0.076  0.34
H 2.932 1.020 0.323  0.30
H 1.698 0.071 1.462  0.21
H 1.078 0.018 -1.710  0.28
H -0.547 1.853 -0.920  0.40
H 0.246 2.399 0.505  0.26
H -0.745 0.128 1.715  0.37
H -1.968 0.584 -1.153  0.32
H -3.085 0.907 0.462  0.28
H -2.335 -1.434 -0.989  0.35
O 2.864 -0.879 -0.068  -0.51
O -2.828 -1.069 0.083  -0.55
O 0.068 -0.617 -0.094  -0.45

=====

Stability summary: most stable version one, least stable version three.